Record 1
70
Properties=species:S:1:pos:R:3:mulliken_charge:R:1 method="wB97M-V/def2-TZVPD" s2=2.030 max_force_ha_per_bohr=0.0160 spin_multiplicity=3 orbital_gap_ev="5.5 / 6.2" total_charge=+3
Mo -0.0610 0.2234 -0.3826 -0.714
C -0.9835 -4.6102 -2.3180 -0.813
N 0.2606 -3.8317 -2.4551 0.149
C 1.2979 -4.1367 -3.3184 -0.592
C 2.2488 -3.2097 -3.1485 -0.344
N 1.7895 -2.3269 -2.1618 0.337
C 0.5528 -2.7313 -1.7676 0.385
S -0.5425 -2.0585 -0.6156 -0.298
C 2.5734 -1.2591 -1.6466 0.692
C 3.9435 -1.2936 -1.8386 -0.762
C 4.7233 -0.2470 -1.3852 -0.650
C 4.1190 0.8105 -0.7187 -0.860
C 2.7657 0.7514 -0.5278 -0.356
N 1.9780 -0.2585 -0.9848 0.219
H -0.8987 -5.4906 -2.9463 0.313
H -1.8322 -4.0122 -2.6400 0.364
H -1.1175 -4.9183 -1.2842 0.370
H 1.2679 -4.9806 -3.9882 0.457
H 3.1844 -3.0966 -3.6641 0.474
H 4.4098 -2.1457 -2.3077 0.411
H 5.7956 -0.2686 -1.5349 0.469
H 4.6884 1.6463 -0.3371 0.472
H 2.2604 1.5213 0.0434 0.477
C -0.6045 5.3367 1.4918 -1.058
C -2.1014 5.4995 1.5912 1.068
C -2.6436 6.4946 2.4037 -0.791
C -4.0119 6.7009 2.4864 -0.719
C -4.8849 5.9110 1.7502 -0.680
C -4.3776 4.9037 0.9502 -0.618
C -3.0029 4.7077 0.8828 0.129
N -2.5150 3.6431 0.0300 0.272
C -1.8705 2.5850 0.4894 0.090
N -1.6933 2.4094 1.7883 0.216
C -0.8837 1.4284 2.3999 1.073
C -0.1478 0.4944 1.6555 0.467
C 0.6694 -0.4272 2.3394 -0.135
C 0.7247 -0.4167 3.7148 -1.252
C -0.0251 0.5155 4.4282 -0.704
C -0.8330 1.4499 3.7983 0.674
C -1.6308 2.4516 4.5933 -1.465
N -1.3627 1.6401 -0.3376 0.072
C -1.2472 1.7601 -1.7697 -0.174
C -0.2382 2.5954 -2.3130 0.678
C -0.1841 2.8225 -3.6657 -1.066
C -1.1607 2.2479 -4.4810 -0.625
C -2.1668 1.4412 -3.9555 -0.866
C -2.2471 1.1784 -2.5980 0.718
C -3.3794 0.3750 -2.0236 -1.211
H -0.1205 6.3102 1.5377 0.556
H -0.3058 4.8662 0.5529 0.085
H -0.2012 4.7406 2.3162 0.217
H -1.9695 7.1347 2.9612 0.501
H -4.3993 7.4892 3.1192 0.434
H -5.9526 6.0762 1.8011 0.425
H -5.0425 4.2687 0.3740 0.455
H -2.7837 3.6478 -0.9439 0.336
H -2.1502 3.0842 2.3928 0.143
H 1.2525 -1.1616 1.7976 0.469
H 1.3463 -1.1304 4.2386 0.450
H 0.0242 0.5169 5.5100 0.452
H -1.4630 2.3141 5.6580 0.432
H -2.7055 2.3410 4.4218 0.423
H -1.3461 3.4815 4.3561 0.321
H 0.4790 3.0570 -1.6448 0.549
H 0.5865 3.4533 -4.0891 0.518
H -1.1456 2.4461 -5.5469 0.489
H -2.9187 1.0266 -4.6161 0.502
H -3.9961 -0.0399 -2.8178 0.464
H -4.0213 1.0010 -1.3977 0.256
H -3.0274 -0.4442 -1.3987 0.231

---

Record 2
75
Properties=species:S:1:pos:R:3:mulliken_charge:R:1 method="wB97M-V/def2-TZVPD" s2=6.006 max_force_ha_per_bohr=0.0217 de_lowest_kj_mol=0.0 spin_multiplicity=5 orbital_gap_ev="6.2 / 6.2" total_charge=+2
Pm 11.9818 12.8830 11.9814 0.725
N 12.7212 13.2343 16.7368 0.127
C 12.2426 13.4856 15.5197 -0.546
N 12.9503 13.4776 14.4268 -0.093
C 14.3194 13.1813 14.5232 0.108
N 15.0419 12.8898 13.4896 -1.255
N 14.4001 12.7211 12.2974 1.295
C 15.1713 12.5331 11.2769 -0.596
C 14.6429 12.2977 9.9495 0.998
C 15.5187 12.1842 8.8649 -0.938
C 15.0083 12.0185 7.5896 -0.412
C 13.6330 11.9457 7.4345 -0.891
C 12.8282 12.0483 8.5596 -0.156
N 13.3026 12.2335 9.7875 0.194
C 14.9357 13.1192 15.8379 0.615
C 16.3153 13.0198 16.0506 -0.303
C 16.8036 12.7907 17.3206 -0.727
C 15.9400 12.6546 18.4037 -0.500
C 14.5794 12.8065 18.2290 -0.935
C 14.0816 13.0530 16.9532 0.117
H 12.0952 13.1658 17.5362 0.303
H 11.1760 13.6854 15.4396 0.516
H 16.2563 12.5595 11.4038 0.343
H 16.5873 12.2439 9.0248 0.477
H 15.6696 11.9519 6.7313 0.455
H 13.1848 11.8218 6.4539 0.423
H 11.7456 12.0012 8.4610 0.434
H 16.9836 13.1157 15.2041 0.487
H 17.8732 12.7081 17.4766 0.432
H 16.3438 12.4403 19.3865 0.443
H 13.9079 12.7373 19.0764 0.396
C 6.7734 14.3767 11.9249 -0.816
N 7.1153 12.9728 11.9228 -0.195
C 8.3547 12.4884 12.1105 0.645
N 8.4684 11.1515 12.1416 -0.292
O 9.3544 13.2378 12.2634 -0.576
H 5.9508 14.5476 11.2223 0.335
H 7.6382 14.9566 11.6002 0.283
H 6.4541 14.7029 12.9203 0.282
H 6.3477 12.3143 11.8654 0.209
H 7.6767 10.5543 11.9542 0.218
H 9.3930 10.7298 12.2004 0.022
C 14.1126 17.3469 10.6755 -0.913
N 12.9607 17.0451 11.5006 0.131
C 12.3629 17.9771 12.2750 -0.016
C 11.2364 17.6886 12.9754 -1.127
C 10.7260 16.3626 12.8922 0.861
N 11.4157 15.4165 12.2488 -0.073
C 12.5025 15.7411 11.5195 0.305
O 13.0787 14.8658 10.8537 -0.507
N 9.5767 15.9956 13.4577 -0.228
H 14.2340 18.4276 10.5958 0.369
H 13.9689 16.9154 9.6793 0.302
H 15.0129 16.8976 11.1107 0.290
H 12.8221 18.9588 12.2987 0.396
H 10.7395 18.4437 13.5759 0.432
H 8.9521 16.6742 13.8694 0.250
H 9.2558 15.0453 13.2672 0.083
C 14.0354 7.8880 14.3283 -0.837
C 13.8517 9.2401 14.6610 -0.539
C 13.0305 10.0267 13.8999 -0.029
C 12.3919 9.5408 12.7319 0.373
C 11.6078 10.4219 11.9016 -0.811
C 11.0458 9.8101 10.7822 0.560
C 11.1921 8.4427 10.4778 -1.262
C 11.9448 7.6316 11.2760 -0.836
C 12.5767 8.1623 12.4189 1.049
C 13.4000 7.3590 13.2400 -0.886
H 14.6759 7.2673 14.9469 0.404
H 14.3501 9.6518 15.5345 0.511
H 12.8191 11.0555 14.1961 0.256
H 10.4405 10.4004 10.0885 0.590
H 10.6969 8.0422 9.5973 0.413
H 12.0753 6.5810 11.0356 0.414
H 13.5326 6.3137 12.9827 0.422

---

Record 3
77
Properties=species:S:1:pos:R:3:mulliken_charge:R:1 method="wB97M-V/def2-TZVPD" s2=2.002 max_force_ha_per_bohr=0.0128 de_lowest_kj_mol=22.9 spin_multiplicity=3 orbital_gap_ev="6.6 / 6.6" total_charge=0
Pr -0.1924 -0.4895 0.9499 0.185
O -1.6981 -4.8173 0.6020 -0.775
C -1.5174 -3.6029 0.7060 0.541
N -0.3906 -2.9074 0.8998 0.364
C 0.8838 -3.5501 0.8702 0.514
C 1.1077 -4.7879 0.2602 -0.849
C 2.3861 -5.3177 0.1580 -0.644
C 3.4671 -4.6211 0.6731 -0.789
C 3.2630 -3.3980 1.2930 -0.887
C 1.9863 -2.8460 1.4048 0.338
N 1.7602 -1.5393 1.9367 0.188
C 2.6068 -1.0112 2.8322 0.275
O 3.5569 -1.5206 3.4254 -0.801
C 2.3513 0.4689 3.1297 0.402
C 3.1769 1.1445 4.0201 -0.627
C 2.9519 2.4895 4.2455 -0.329
C 1.9163 3.1304 3.5753 -0.976
C 1.1430 2.3831 2.7100 -0.518
N 1.3501 1.0825 2.5040 0.509
C -2.7653 -2.7381 0.5308 0.167
C -3.8360 -3.2759 -0.1752 -0.747
C -4.9722 -2.5039 -0.3307 -0.328
C -5.0084 -1.2302 0.2278 -1.059
C -3.8839 -0.7722 0.8858 -0.057
N -2.7764 -1.5054 1.0323 0.117
H 0.2622 -5.3358 -0.1213 0.484
H 2.5276 -6.2804 -0.3184 0.389
H 4.4703 -5.0249 0.6100 0.393
H 4.0953 -2.8613 1.7218 0.435
H 3.9674 0.5869 4.5013 0.553
H 3.5805 3.0418 4.9333 0.412
H 1.7141 4.1849 3.7080 0.445
H 0.3343 2.8298 2.1418 0.505
H -3.7473 -4.2868 -0.5470 0.518
H -5.8286 -2.8907 -0.8698 0.447
H -5.8816 -0.5968 0.1465 0.421
H -3.8456 0.2283 1.2947 0.516
C 3.8805 1.3145 -1.4054 -1.181
N 2.9118 0.8858 -2.3982 0.088
C 3.5030 0.5682 -3.6938 -1.131
C 1.8579 0.1185 -1.9243 0.390
N 1.7837 -0.4187 -0.7749 -0.190
N 0.8155 0.0237 -2.8411 -0.047
C -0.4003 -0.6292 -2.6784 0.409
N -1.0511 -0.8075 -3.8656 -0.450
N -0.8348 -0.9943 -1.5341 0.052
H 4.4891 2.1099 -1.8339 0.365
H 4.5493 0.5020 -1.0919 0.396
H 3.3647 1.7140 -0.5336 0.259
H 3.8226 1.4792 -4.2000 0.341
H 2.7941 0.0501 -4.3344 0.410
H 4.3709 -0.0897 -3.5779 0.336
H 2.6435 -0.3198 -0.2487 0.042
H 0.8621 0.6708 -3.6078 0.372
H -0.6071 -0.6296 -4.7459 0.171
H -2.0088 -1.1028 -3.8631 0.198
H -1.6978 -1.5242 -1.6152 -0.224
C -2.8166 2.1367 4.1545 -1.263
C -2.0069 1.0342 3.6328 0.732
N -1.3695 0.1848 3.2066 -0.414
H -2.3966 2.4863 5.0952 0.400
H -3.8380 1.7992 4.3172 0.365
H -2.8168 2.9495 3.4302 0.284
O 0.1405 1.7848 -0.2058 -0.738
C -1.1030 1.8766 -0.3166 0.795
O -1.8896 1.2109 0.4266 -0.508
C -1.7000 2.7357 -1.3937 0.246
C -0.8684 3.5420 -2.1639 -0.267
C -1.3989 4.3039 -3.1959 -0.784
C -2.7619 4.2516 -3.4647 -0.358
C -3.5930 3.4449 -2.6966 -0.756
C -3.0624 2.6896 -1.6594 -0.220
H 0.1919 3.5567 -1.9447 0.481
H -0.7528 4.9376 -3.7904 0.406
H -3.1775 4.8405 -4.2731 0.395
H -4.6546 3.4050 -2.9067 0.409
H -3.6899 2.0499 -1.0514 0.457